No. 1
{
  "formula": "C18H23N6O4",
  "method": "the ωB97M-V functional and the def2-TZVPD basis",
  "total_energy_ha": -1328.8271,
  "charge": 1,
  "orbital_gap_ev": 8.958,
  "e_above_lowest_kj_mol": 0.0,
  "spin_multiplicity": 1,
  "symbols": ["N", "C", "C", "C", "C", "N", "C", "C", "N", "N", "H", "H", "H", "H", "H", "H", "H", "H", "H", "H", "H", "H", "H", "C", "C", "C", "C", "C", "C", "N", "O", "O", "H", "H", "H", "H", "H", "C", "C", "C", "C", "C", "C", "N", "O", "O", "H", "H", "H", "H", "H"],
  "coordinates": [[3.31576, -2.96397, -2.22610], [4.20736, -1.96161, -1.62356], [3.62542, -0.53007, -1.38850], [2.14417, -0.29018, -1.45956], [1.47260, 0.86636, -1.23756], [0.13351, 0.59656, -1.36588], [-0.04396, -0.68315, -1.66717], [-1.34763, -1.37782, -1.85922], [-1.30568, -2.81222, -1.99560], [1.16987, -1.21102, -1.73525], [3.40477, -3.84547, -1.74324], [3.54523, -3.12710, -3.19480], [4.54890, -2.35535, -0.67336], [5.10122, -1.85021, -2.22785], [4.08473, 0.17106, -2.07852], [3.93960, -0.21119, -0.39890], [1.84542, 1.83759, -0.97949], [-0.62975, 1.25305, -1.21076], [-1.98174, -1.10435, -1.01562], [-1.81764, -0.94968, -2.74123], [-0.67970, -3.28408, -1.36114], [-1.14460, -3.12189, -2.94038], [1.42632, -2.16581, -1.97654], [-4.02216, 6.63728, -0.51319], [-2.68417, 6.32039, -0.31401], [-2.28796, 4.99676, -0.24284], [-3.25546, 4.01597, -0.37626], [-4.59510, 4.30439, -0.57132], [-4.97380, 5.63329, -0.63993], [-2.85541, 2.61221, -0.30586], [-1.66365, 2.35280, -0.12383], [-3.69499, 1.75553, -0.42692], [-4.32551, 7.67359, -0.56697], [-1.94892, 7.10516, -0.20982], [-1.25555, 4.73120, -0.07833], [-5.31982, 3.51025, -0.66371], [-6.01377, 5.88464, -0.78974], [0.92001, -1.54802, 1.74196], [-0.24851, -2.13401, 2.21080], [-0.20200, -3.01292, 3.28153], [1.02398, -3.28103, 3.85734], [2.19957, -2.70917, 3.41221], [2.14026, -1.83327, 2.34026], [1.08142, -4.21824, 5.00030], [0.03775, -4.71224, 5.36359], [2.16606, -4.41076, 5.50322], [0.87646, -0.85166, 0.91614], [-1.20077, -1.90623, 1.75038], [-1.09481, -3.48175, 3.66595], [3.13368, -2.94484, 3.89859], [3.04899, -1.36876, 1.98067]],
  "nbo_charge": [-0.88, -0.22, -0.46, 0.15, -0.07, -0.47, 0.42, -0.28, -0.81, -0.49, 0.38, 0.38, 0.21, 0.20, 0.24, 0.24, 0.25, 0.47, 0.23, 0.24, 0.37, 0.38, 0.48, -0.15, -0.20, -0.20, 0.07, -0.20, -0.20, 0.53, -0.47, -0.34, 0.23, 0.23, 0.24, 0.25, 0.23, -0.21, -0.20, -0.21, 0.10, -0.21, -0.21, 0.52, -0.36, -0.36, 0.20, 0.22, 0.26, 0.26, 0.21]
}

No. 2
{
  "formula": "C18H23NO5",
  "method": "the ωB97M-V functional and the def2-TZVPD basis",
  "total_energy_ha": -1130.6730,
  "orbital_gap_ev": 9.093,
  "e_above_lowest_kj_mol": 191.4,
  "spin_multiplicity": 1,
  "symbols": ["C", "C", "O", "C", "O", "C", "C", "C", "C", "C", "N", "C", "O", "C", "C", "C", "C", "C", "C", "C", "O", "C", "C", "O", "H", "H", "H", "H", "H", "H", "H", "H", "H", "H", "H", "H", "H", "H", "H", "H", "H", "H", "H", "H", "H", "H", "H"],
  "coordinates": [[-7.69679, -2.10189, -0.32628], [-7.30971, -0.96113, 0.59548], [-6.04360, -0.45340, 0.17499], [-5.59588, 0.62347, 0.82950], [-6.18917, 1.16083, 1.73506], [-4.30225, 1.07723, 0.32071], [-3.53658, 2.14935, 0.71584], [-2.39567, 2.13982, -0.10675], [-2.54093, 1.06734, -0.94855], [-1.63438, 0.52982, -2.00815], [-0.39516, 0.02822, -1.45183], [0.74577, 0.77673, -1.49665], [0.79785, 1.83655, -2.08846], [1.90400, 0.18919, -0.80592], [3.03543, 0.95267, -0.38619], [3.90825, 0.07877, 0.17934], [5.26060, 0.25181, 0.80902], [6.27781, -0.59240, 0.03008], [5.66950, 1.72417, 0.77018], [5.19497, -0.23370, 2.26313], [3.39283, -1.17532, 0.12334], [2.18589, -1.11281, -0.46822], [1.46252, -2.39914, -0.66807], [-3.68735, 0.41957, -0.68931], [-7.76517, -1.74747, -1.35115], [-6.94949, -2.88940, -0.28101], [-8.65870, -2.50527, -0.02371], [-8.04525, -0.14946, 0.56070], [-7.22759, -1.29739, 1.63560], [-3.78238, 2.84149, 1.49421], [-1.57512, 2.82733, -0.09635], [-2.14862, -0.26857, -2.55003], [-1.34920, 1.32975, -2.69891], [-0.45486, -0.73947, -0.80439], [3.13729, 2.00968, -0.50989], [7.26524, -0.49428, 0.47470], [5.99089, -1.64093, 0.04640], [6.32852, -0.26306, -1.00538], [4.95636, 2.33468, 1.31794], [6.64958, 1.84644, 1.22482], [5.71729, 2.08099, -0.25524], [4.47683, 0.35693, 2.82788], [6.17007, -0.13776, 2.73456], [4.89126, -1.27700, 2.30043], [0.71929, -2.56296, 0.11442], [0.96626, -2.41415, -1.63579], [2.17949, -3.21585, -0.62207]],
  "nbo_charge": [-0.62, -0.07, -0.50, 0.75, -0.59, 0.12, -0.21, -0.32, 0.30, -0.28, -0.60, 0.67, -0.62, -0.24, -0.28, 0.30, -0.10, -0.59, -0.60, -0.59, -0.42, 0.34, -0.67, -0.37, 0.21, 0.21, 0.22, 0.19, 0.19, 0.24, 0.24, 0.22, 0.26, 0.40, 0.24, 0.21, 0.21, 0.21, 0.21, 0.21, 0.21, 0.21, 0.21, 0.21, 0.22, 0.24, 0.24]
}

No. 3
{
  "formula": "C18H24BBrMoN7OS2",
  "method": "the ωB97M-V functional and the def2-TZVPD basis",
  "total_energy_ha": -4621.3554,
  "charge": 3,
  "orbital_gap_ev": [5.775, 6.753],
  "e_above_lowest_kj_mol": 73.0,
  "spin_multiplicity": 3,
  "s_squared": 2.04,
  "symbols": ["Mo", "C", "N", "C", "C", "N", "B", "N", "C", "C", "N", "C", "C", "S", "C", "S", "H", "H", "H", "H", "H", "H", "H", "H", "H", "H", "H", "H", "N", "C", "N", "C", "C", "O", "C", "C", "H", "H", "H", "H", "H", "H", "H", "H", "Br", "C", "C", "C", "N", "C", "C", "H", "H", "H", "H"],
  "coordinates": [[-0.73744, 0.38959, -0.07608], [2.20582, 3.36846, -1.54135], [1.69515, 2.77633, -0.29272], [2.43075, 2.46189, 0.84164], [1.57970, 1.98045, 1.77084], [0.28678, 2.02192, 1.23387], [-0.98734, 2.44621, 2.17160], [-2.25330, 1.47898, 1.92549], [-3.51307, 1.99316, 2.20471], [-4.28969, 0.98141, 2.64767], [-3.52449, -0.17263, 2.62785], [-3.99271, -1.50591, 3.04106], [-2.30633, 0.15226, 2.20009], [-0.93161, -0.86626, 1.95704], [0.41782, 2.50691, -0.04441], [-0.96861, 2.56955, -1.06248], [3.25160, 3.62268, -1.39896], [1.64821, 4.27354, -1.76644], [2.10315, 2.66242, -2.36224], [3.49435, 2.63634, 0.89504], [1.76010, 1.67558, 2.78787], [-1.31942, 3.53709, 1.82164], [-0.62262, 2.31183, 3.30176], [-3.73031, 3.04539, 2.12031], [-5.31406, 0.97975, 2.98422], [-4.91677, -1.74135, 2.52091], [-4.16802, -1.50842, 4.11369], [-3.23462, -2.24377, 2.79858], [0.90937, -0.55362, -0.53195], [1.91163, -1.11738, -0.77971], [2.98740, -1.72040, -1.05479], [3.88424, -2.26499, 0.02813], [5.21653, -1.54666, -0.08196], [5.74721, -1.68949, -1.37990], [4.93804, -1.09982, -2.37230], [3.58042, -1.77622, -2.43157], [4.00574, -3.32727, -0.17683], [3.41391, -2.12781, 0.99928], [5.92344, -1.99386, 0.61291], [5.09403, -0.48489, 0.17267], [5.44061, -1.23934, -3.32594], [4.81928, -0.02383, -2.18684], [3.69158, -2.82927, -2.68472], [2.90962, -1.29996, -3.14275], [-5.78108, -2.98835, -2.89247], [-4.36061, -2.07320, -2.16730], [-4.45722, -0.70587, -1.91051], [-3.37698, -0.05753, -1.37526], [-2.21068, -0.69480, -1.08079], [-2.13212, -2.02533, -1.33221], [-3.17082, -2.73651, -1.86643], [-5.36077, -0.15559, -2.13498], [-3.42715, 1.00510, -1.17905], [-1.19889, -2.51098, -1.09109], [-3.05975, -3.79546, -2.05483]],
  "mulliken_spin": [1.84, 0.00, 0.03, -0.01, 0.04, -0.03, -0.01, -0.01, 0.01, -0.01, 0.00, 0.00, 0.02, -0.06, -0.01, -0.06, 0.00, 0.00, 0.00, 0.00, 0.00, 0.00, 0.00, 0.00, 0.00, 0.00, 0.00, 0.00, -0.04, 0.17, 0.04, 0.01, 0.00, 0.00, 0.00, 0.01, 0.00, 0.00, 0.00, 0.00, 0.00, 0.00, 0.00, 0.00, 0.01, 0.02, -0.01, 0.04, -0.01, 0.02, -0.01, 0.00, 0.00, -0.01, 0.00]
}

No. 4
{
  "formula": "C18H24BF6N6Rh",
  "method": "the ωB97M-V functional and the def2-TZVPD basis",
  "total_energy_ha": -1763.4913,
  "orbital_gap_ev": 8.428,
  "e_above_lowest_kj_mol": 0.0,
  "spin_multiplicity": 1,
  "symbols": ["Rh", "N", "C", "C", "C", "C", "N", "H", "H", "H", "H", "H", "H", "H", "H", "H", "H", "H", "H", "B", "N", "C", "C", "C", "N", "N", "C", "C", "C", "N", "H", "H", "H", "H", "H", "H", "H", "H", "F", "C", "F", "C", "F", "F", "F", "F", "C", "C", "C", "C", "C", "C", "H", "H", "H", "H"],
  "coordinates": [[-0.09398, 0.56783, 0.13060], [0.55966, 1.78332, 1.76432], [1.56898, 2.86393, 1.59683], [2.97562, 2.36645, 1.87409], [3.33830, 1.06620, 1.15544], [2.89740, 0.99214, -0.31168], [1.73570, 0.12068, -0.49897], [-0.30502, 2.18979, 2.10805], [0.87907, 1.15180, 2.49651], [1.33010, 3.68839, 2.27193], [1.48281, 3.24206, 0.58131], [3.11653, 2.23883, 2.95238], [3.66131, 3.16085, 1.56909], [2.90386, 0.21102, 1.68038], [4.41985, 0.93713, 1.23047], [3.71915, 0.57811, -0.90393], [2.73207, 2.00808, -0.70186], [1.77934, -1.73075, 0.84319], [1.71380, -0.08905, -1.49110], [-3.15549, 0.50678, -1.18131], [-2.13028, -0.55741, -1.72666], [-2.34557, -1.49832, -2.64661], [-1.18162, -2.22646, -2.83587], [-0.27568, -1.65036, -1.95565], [-0.85346, -0.64239, -1.29670], [-3.12806, 0.39460, 0.37607], [-4.07079, -0.04833, 1.21335], [-3.53607, -0.13823, 2.48946], [-2.21420, 0.26304, 2.32857], [-1.98269, 0.59308, 1.05436], [-2.81308, 1.59972, -1.51682], [-4.25179, 0.19249, -1.56617], [-3.31797, -1.58613, -3.10040], [-1.02128, -3.05945, -3.49637], [0.73996, -1.93868, -1.74208], [-5.05978, -0.26526, 0.84726], [-4.02925, -0.45090, 3.39231], [-1.42536, 0.32201, 3.06256], [0.88407, -1.28964, 2.58087], [1.20961, -2.22641, 1.63654], [0.05837, -2.71549, 1.13222], [1.97318, -3.34901, 2.33514], [2.29913, -4.29182, 1.44660], [3.09999, -2.85707, 2.86403], [1.25719, -3.90964, 3.30796], [-0.72165, 5.50204, -3.36379], [-0.58524, 4.40025, -2.59141], [0.00600, 3.27626, -3.12211], [0.14562, 2.14778, -2.32083], [-0.29514, 2.14228, -0.99976], [-0.91096, 3.29624, -0.51092], [-1.05572, 4.43049, -1.29403], [0.34347, 3.28323, -4.15015], [0.58458, 1.25818, -2.75128], [-1.33065, 3.30517, 0.48847], [-1.54359, 5.32122, -0.92097]],
  "nbo_charge": [0.83, -0.77, -0.22, -0.41, -0.42, -0.23, -0.88, 0.40, 0.39, 0.20, 0.22, 0.20, 0.22, 0.20, 0.22, 0.19, 0.17, 0.21, 0.34, 0.17, -0.26, 0.00, -0.34, -0.04, -0.27, -0.27, 0.00, -0.34, -0.05, -0.33, -0.03, -0.04, 0.23, 0.23, 0.22, 0.23, 0.23, 0.20, -0.35, 0.45, -0.31, 0.91, -0.31, -0.31, -0.30, -0.33, 0.38, -0.28, -0.26, -0.01, -0.21, -0.30, 0.23, 0.21, 0.19, 0.23]
}